Molecular formula: C38H34Cl2F33INO4
Method: DFT, the ωB97M-V functional and the def2-TZVPD basis

Structure (ORCA input):
```
! wB97M-V def2-TZVPD RIJCOSX def2/J DEFGRID3
* xyz 1 1
C -0.462 -1.594 7.135
C -0.371 -0.869 6.039
C -0.192 0.158 4.811
C -0.387 -0.532 3.365
C 0.112 0.403 2.108
C -0.174 1.979 2.321
C 1.041 2.765 3.097
F -1.487 2.267 2.889
C 0.641 -1.817 3.185
N -0.128 -3.142 3.296
Cl -0.026 -4.115 1.850
C 0.667 -3.964 4.261
C 1.502 -4.497 5.127
C -1.607 -2.912 3.556
Cl -2.379 -3.509 5.105
I -2.655 -4.146 2.034
C -1.781 -1.374 3.085
C -3.185 -0.619 3.278
C -4.064 -0.584 4.586
C -5.441 0.226 4.558
C -5.964 1.012 3.263
C -5.099 0.953 1.947
C -3.751 0.143 1.982
H -0.838 -2.063 8.129
H 0.902 0.568 4.862
H -0.882 1.053 5.019
H 1.261 0.306 1.926
H -0.424 0.071 1.130
H -0.185 2.449 1.251
H 1.974 2.065 3.036
H 1.311 3.766 2.599
H 0.819 2.871 4.238
H 1.672 -1.758 3.691
H 0.816 -1.792 2.029
H 2.437 -4.898 5.691
H -1.718 -1.478 1.920
H -3.724 -1.129 5.535
H -6.136 0.320 5.488
H -6.963 1.604 3.312
H -5.438 1.504 0.984
H -3.131 0.098 1.000
C -1.712 4.584 -1.785
C -0.447 3.719 -1.599
C 0.780 4.454 -1.057
F 1.184 5.465 -1.846
F 1.837 3.602 -0.962
F -0.169 3.088 -2.766
F -0.768 2.732 -0.705
O -1.960 5.097 -3.103
C -1.278 6.286 -3.464
C -0.250 6.071 -4.581
F 0.657 5.121 -4.260
F 0.447 7.209 -4.822
F -0.748 6.847 -2.355
F -2.232 7.146 -3.890
H -2.563 3.921 -1.596
H -1.796 5.366 -1.025
H 0.589 4.851 -0.054
H -0.746 5.767 -5.508
C -2.375 -1.681 -2.845
C -3.265 -0.942 -1.823
C -4.740 -0.815 -2.205
F -4.933 -0.147 -3.357
F -5.417 -0.124 -1.248
F -2.717 0.270 -1.557
F -3.197 -1.650 -0.652
O -1.634 -0.864 -3.764
C -2.323 -0.411 -4.915
C -2.525 1.109 -4.932
F -3.170 1.548 -3.828
F -3.275 1.487 -5.997
F -3.477 -1.101 -5.042
F -1.560 -0.775 -5.974
H -1.601 -2.192 -2.263
H -2.909 -2.482 -3.357
H -5.211 -1.800 -2.291
H -1.561 1.626 -4.989
C 8.221 2.276 2.627
C 7.681 2.968 3.897
C 6.877 2.078 4.845
F 5.781 1.542 4.270
F 6.431 2.800 5.907
F 6.974 4.065 3.532
F 8.766 3.434 4.586
O 7.445 2.421 1.428
C 6.352 1.536 1.263
C 4.995 2.248 1.305
F 4.826 2.951 2.446
F 3.974 1.352 1.246
F 6.453 0.533 2.162
F 6.520 0.960 0.048
H 9.168 2.772 2.390
H 8.493 1.232 2.808
H 7.495 1.265 5.240
H 4.895 2.940 0.462
C 0.116 -4.379 -5.663
C 1.233 -5.438 -5.785
C 0.800 -6.796 -6.336
F -0.144 -7.397 -5.587
F 1.857 -7.650 -6.369
F 1.848 -5.567 -4.583
F 2.173 -4.925 -6.634
O -0.504 -4.233 -4.374
C -1.540 -5.143 -4.056
C -1.174 -6.094 -2.911
F -0.044 -6.786 -3.169
F -2.153 -7.010 -2.709
F -1.924 -5.786 -5.177
F -2.603 -4.382 -3.687
H 0.595 -3.410 -5.837
H -0.628 -4.467 -6.460
H 0.423 -6.703 -7.361
H -1.025 -5.538 -1.979
*
```

Computed properties:
E_HOMO   -10.92 eV
Max |F|   7.491 eV/A
Total energy   -172435.26034 eV


Molecular formula: C38H34Cl2IrN6O2SSi2
Method: DFT, the ωB97M-V functional and the def2-TZVPD basis

Structure (ORCA input):
```
! wB97M-V def2-TZVPD RIJCOSX def2/J DEFGRID3
* xyz 0 2
Ir 0.727 0.357 0.122
Cl -2.246 6.561 -1.962
C -1.396 5.388 -1.035
C -1.301 4.101 -1.495
C -0.571 3.121 -0.787
N -0.393 1.870 -1.202
C -1.051 1.354 -2.298
O -2.208 1.614 -2.614
C -0.194 0.464 -3.091
C -0.545 0.192 -4.421
C 0.334 -0.509 -5.210
C 1.550 -0.920 -4.650
C 1.800 -0.648 -3.315
N 0.953 0.022 -2.544
C 0.078 3.507 0.449
C -0.094 4.828 0.919
C -0.803 5.752 0.197
Cl -0.970 7.362 0.773
N 0.738 2.545 1.096
C 1.363 2.756 2.299
O 1.843 3.821 2.680
C 1.377 1.552 3.141
C 1.808 1.664 4.469
C 1.661 0.594 5.318
C 1.096 -0.581 4.811
C 0.719 -0.620 3.484
N 0.864 0.403 2.652
H -1.799 3.824 -2.409
H -1.494 0.561 -4.784
H 0.105 -0.729 -6.244
H 2.276 -1.445 -5.252
H 2.715 -0.977 -2.838
H 0.364 5.106 1.856
H 2.230 2.604 4.787
H 1.947 0.664 6.356
H 0.947 -1.439 5.444
H 0.256 -1.501 3.070
C 4.089 1.399 1.358
Si 3.121 0.752 -0.180
C 3.457 1.954 -1.656
C 3.971 -0.968 -0.408
C 5.320 -1.070 -0.724
C 5.958 -2.298 -0.733
C 5.259 -3.443 -0.392
C 3.913 -3.354 -0.087
C 3.256 -2.132 -0.119
Si 1.345 -2.039 0.013
C 0.777 -3.289 1.379
C 0.834 -3.141 -1.511
H 5.150 1.436 1.134
H 3.954 0.730 2.200
H 3.779 2.390 1.664
H 4.373 2.510 -1.486
H 2.646 2.669 -1.754
H 3.549 1.425 -2.600
H 5.872 -0.178 -0.978
H 7.001 -2.365 -1.005
H 5.755 -4.402 -0.380
H 3.365 -4.249 0.170
H 0.803 -4.293 0.970
H -0.247 -3.095 1.677
H 1.405 -3.273 2.261
H 1.547 -3.955 -1.595
H 0.829 -2.624 -2.460
H -0.146 -3.580 -1.366
S -5.066 -3.097 0.868
C -3.674 -2.035 0.577
C -2.990 -2.059 -0.639
C -1.842 -1.320 -0.769
N -1.330 -0.575 0.225
C -2.036 -0.486 1.365
C -3.193 -1.191 1.583
C -6.346 -1.867 0.608
C -7.101 -1.418 1.680
C -8.077 -0.465 1.426
N -8.322 0.026 0.224
C -7.595 -0.410 -0.789
C -6.587 -1.354 -0.657
H -3.353 -2.657 -1.458
H -1.291 -1.331 -1.696
H -1.634 0.162 2.132
H -3.713 -1.112 2.522
H -6.932 -1.805 2.672
H -8.689 -0.074 2.228
H -7.831 0.016 -1.756
H -6.019 -1.686 -1.512
*
```

Computed properties:
E_HOMO (alpha / beta)   -6.38 / -6.41 eV
Relative energy (zero: lowest compared OMol25 entry of this formula, charge and spin)   388.2 kJ/mol
Max |F|   3.650 eV/A
<S²>   0.911
Total energy   -107468.21761 eV


Molecular formula: C38H34FN4O4PPdS5
Method: DFT, the ωB97M-V functional and the def2-TZVPD basis

Structure (ORCA input):
```
! wB97M-V def2-TZVPD RIJCOSX def2/J DEFGRID3
* xyz 2 1
Pd 0.528 -0.785 -2.937
S 4.302 -7.267 -4.412
C 3.624 -5.836 -4.178
S 4.084 -4.377 -5.021
C 2.979 -3.269 -4.274
C 2.067 -3.907 -3.258
S 0.935 -3.154 -2.351
S 2.322 -5.589 -3.021
S 2.996 -1.697 -4.647
C 2.878 -0.033 4.766
C 1.990 0.967 4.044
N 1.327 0.386 2.869
C 1.880 0.570 1.657
C 1.431 0.053 0.475
C 2.299 0.424 -0.712
O 3.240 1.176 -0.521
O 2.085 -0.086 -1.885
C 0.230 -0.740 0.481
O -0.352 -1.203 -0.506
C -0.347 -0.974 1.827
C -1.480 -1.781 1.932
C -2.027 -2.043 3.156
F -3.084 -2.877 3.233
C -1.502 -1.496 4.334
C -0.388 -0.684 4.229
C 0.208 -0.423 2.987
N -2.035 -1.751 5.632
C -3.477 -1.922 5.786
C -3.795 -1.978 7.290
N -2.650 -1.367 8.041
C -1.412 -2.219 7.922
C -1.309 -2.700 6.467
H 3.343 0.438 5.632
H 3.671 -0.385 4.106
H 2.316 -0.903 5.107
H 2.580 1.806 3.683
H 1.227 1.387 4.700
H 2.765 1.194 1.623
H -1.900 -2.219 1.036
H 0.010 -0.249 5.135
H -3.861 -2.837 5.331
H -3.981 -1.077 5.317
H -3.889 -2.998 7.657
H -4.704 -1.435 7.539
H -2.890 -1.219 9.021
H -2.446 -0.458 7.622
H -1.509 -3.039 8.631
H -0.570 -1.593 8.212
H -1.712 -3.716 6.366
H -0.264 -2.736 6.171
O -0.114 -0.637 -5.846
N -0.471 -1.472 -4.814
C -1.440 -0.968 -4.095
C -2.109 0.327 -4.390
C -3.391 0.351 -4.921
C -3.984 1.570 -5.219
C -3.311 2.760 -4.978
C -2.036 2.740 -4.433
C -1.434 1.520 -4.147
P 0.187 1.392 -3.373
C 1.448 2.018 -4.478
C 2.774 2.062 -4.031
C 3.768 2.485 -4.899
C 3.451 2.854 -6.201
C 2.137 2.802 -6.643
C 1.132 2.380 -5.787
C 0.092 2.395 -1.883
C -0.939 2.102 -0.989
C -1.088 2.855 0.162
C -0.204 3.893 0.431
C 0.821 4.185 -0.456
C 0.969 3.441 -1.619
H 0.608 -1.107 -6.285
H -1.884 -1.673 -3.399
H -3.921 -0.574 -5.110
H -4.981 1.592 -5.638
H -3.786 3.705 -5.204
H -1.518 3.667 -4.221
H 3.031 1.753 -3.025
H 4.793 2.522 -4.556
H 4.232 3.183 -6.873
H 1.892 3.090 -7.657
H 0.110 2.329 -6.141
H -1.622 1.285 -1.192
H -1.896 2.635 0.848
H -0.321 4.486 1.329
H 1.506 4.996 -0.251
H 1.766 3.679 -2.310
*
```

Computed properties:
E_HOMO   -12.49 eV
Relative energy (zero: lowest compared OMol25 entry of this formula, charge and spin)   52.8 kJ/mol
Max |F|   0.582 eV/A
Total energy   -123756.44042 eV


Question: What is the formula in the second record?
Answer: C38H34Cl2IrN6O2SSi2